Entry 1:
C10H15NO3S | the ωB97M-V functional and the def2-TZVPD basis

Atoms and positions in Å:
S (0.206, 1.882, 0.715)
O (0.323, 3.290, 0.326)
O (-1.721, 1.496, 0.382)
O (1.329, 1.533, 1.961)
N (-1.775, 2.191, 2.575)
C (1.785, -1.898, -3.853)
C (-1.257, 1.285, 1.623)
C (1.370, -0.359, -0.387)
C (0.796, 0.233, -2.933)
C (1.470, -0.907, -2.672)
C (-1.076, -0.133, 2.188)
C (0.432, 1.156, -1.990)
C (-2.156, -1.009, 1.675)
C (1.843, -1.168, -1.409)
C (0.736, 0.853, -0.656)
H (-1.182, 0.029, 3.221)
H (-0.227, 1.950, -2.179)
H (1.770, -2.886, -3.590)
H (-1.486, 2.367, 3.559)
H (1.080, -1.618, -4.675)
H (-3.042, -0.389, 1.784)
H (0.404, 0.511, -3.886)
H (2.276, -2.103, -1.257)
H (-0.097, -0.447, 1.994)
H (-1.933, -1.087, 0.572)
H (1.269, -0.798, 0.569)
H (2.795, -1.680, -4.261)
H (-2.097, -2.002, 2.301)
H (1.934, 2.283, 2.092)
H (-2.027, 3.091, 2.155)

Forces on the atoms, in the same order (eV/Å):
0.0146 0.4085 0.9771
0.0026 -1.5046 0.7160
-1.3109 -0.0867 -1.4110
0.8137 1.0024 -0.9846
-0.5008 1.5010 0.4974
0.0745 4.4437 -0.6246
0.8401 0.5955 0.3598
-0.2936 0.3075 -0.1023
-1.4715 2.2531 -0.8319
1.1933 -1.8016 -3.1228
-0.5466 1.8845 -0.1993
0.4694 -0.8008 2.1965
0.7438 -1.3689 -0.3362
-0.9257 0.4003 1.1280
0.2584 -0.7526 0.1158
0.1196 -0.1981 1.6353
-0.4459 1.1705 -0.5064
-0.3977 -2.4879 0.7058
0.1794 -1.0553 -1.3023
0.4611 -0.7345 0.6147
-0.6410 -0.7973 0.0683
0.1194 -0.4439 -0.9554
0.7902 -1.3176 0.8605
1.3409 -0.7881 -0.1979
-0.6829 -0.6403 1.0526
0.7691 0.0488 1.1449
-0.4722 -0.0598 0.3300
-0.6932 1.7631 -1.6450
0.0856 -0.2727 -0.1874
0.1063 -0.6679 0.0043

Summary:
**Structure (SMILES)**: CC[C@]1(N)OS1(=O)(O)c1ccc(C)cc1
**Net charge**: 0
**HOMO-LUMO gap**: 8.9 eV
**Relative energy (zero: lowest compared OMol25 entry of this formula, charge and spin)**: 3.771 eV

These are the Mulliken partial charges, in e, on atoms 1 to 8: 0.907 -0.641 -0.806 -0.596 -0.605 -1.493 0.956 0.026

=====

Entry 2:
C26H59F3NO21S6 | the ωB97M-V functional and the def2-TZVPD basis

Atoms and positions in Å:
S (-0.641, -3.495, -10.525)
S (-4.869, -5.382, -6.403)
S (5.573, 4.162, 6.260)
S (6.017, 5.809, 0.451)
S (-0.085, 3.889, 8.102)
S (0.342, 1.650, 1.791)
F (-3.948, -0.087, -1.905)
F (-6.725, -0.851, -1.181)
F (-5.613, -2.404, 0.272)
O (0.903, -3.742, 1.237)
O (6.385, 4.599, 7.588)
O (-5.281, -4.503, -7.466)
O (5.656, 5.195, -0.798)
O (-2.257, -5.643, 1.488)
O (-1.031, -4.310, -9.404)
O (4.287, 3.643, 6.648)
O (5.188, 6.807, 1.078)
O (-2.070, -3.762, 2.775)
O (6.459, 3.430, 5.396)
O (-1.941, -3.215, -11.445)
O (-0.920, 4.883, 8.727)
O (0.080, -2.263, -10.354)
O (1.654, 2.215, 1.586)
O (-0.214, 0.676, 0.894)
O (-0.444, 3.272, 6.854)
O (-4.950, -4.993, -5.020)
O (6.346, 4.650, 1.527)
O (0.244, 2.729, 9.179)
O (-0.723, 2.853, 1.980)
O (-5.611, -6.807, -6.590)
N (-2.300, -4.263, -1.022)
C (-3.105, -2.659, -10.831)
C (-3.225, -5.944, -6.742)
C (0.235, -4.504, -11.686)
C (-3.627, -2.572, -2.504)
C (-7.939, -6.309, -7.102)
C (-0.843, 2.088, 9.846)
C (5.257, 4.010, 2.198)
C (7.649, 2.641, 8.299)
C (-2.166, -3.428, 0.208)
C (4.579, 2.983, 1.312)
C (-1.555, 3.389, -0.244)
C (-5.544, -1.608, -0.880)
C (-3.560, -3.997, -1.756)
C (6.555, 3.639, 8.631)
C (-1.517, 1.061, 8.955)
C (-0.792, 3.865, 0.978)
C (-4.425, -1.439, -1.732)
C (-0.978, -2.357, 0.168)
C (1.559, 4.531, 7.961)
C (-6.956, -6.940, -6.134)
C (5.350, 5.787, 5.594)
C (7.664, 6.446, 0.309)
C (0.247, 1.013, 3.440)
C (-2.156, -4.371, 1.523)
C (0.493, -2.975, 0.076)
C (-2.955, -1.168, -10.599)
H (8.567, 3.156, 8.006)
H (-1.716, 4.214, -0.943)
H (-1.471, -4.215, -1.626)
H (1.823, -3.470, 1.418)
H (4.725, 6.364, 6.274)
H (-7.161, -8.011, -6.062)
H (-2.255, 0.487, 9.520)
H (-0.781, 0.374, 8.531)
H (-3.145, -2.817, 0.287)
H (-1.319, 4.714, 1.421)
H (2.227, 3.725, 7.664)
H (-7.067, -6.523, -5.129)
H (1.206, -4.746, -11.253)
H (0.615, 1.770, 4.133)
H (-3.208, -6.409, -7.727)
H (8.330, 5.637, 0.010)
H (-3.339, -3.183, -9.899)
H (-2.551, -2.209, -2.709)
H (5.676, 3.506, 3.072)
H (-8.967, -6.536, -6.809)
H (7.356, 2.002, 7.463)
H (-2.029, 1.542, 8.120)
H (-2.523, 2.971, 0.042)
H (-4.131, -2.708, -3.524)
H (0.210, 4.213, 0.709)
H (6.837, 4.194, 9.529)
H (-0.789, 0.756, 3.659)
H (0.369, -3.943, -12.610)
H (4.860, 5.687, 4.625)
H (7.859, 2.000, 9.158)
H (-4.420, -4.157, -1.017)
H (-7.825, -5.223, -7.124)
H (-0.335, -5.416, -11.863)
H (-1.076, -1.703, 1.093)
H (0.664, -3.603, -0.873)
H (4.064, 3.462, 0.477)
H (-7.769, -6.673, -8.118)
H (-3.938, -2.834, -11.516)
H (-2.928, -6.654, -5.971)
H (-2.645, -0.662, -11.517)
H (-1.562, 2.827, 10.212)
H (1.218, -2.073, 0.015)
H (-3.698, -4.797, -2.579)
H (3.843, 2.413, 1.880)
H (1.858, 4.950, 8.922)
H (-0.425, 1.585, 10.721)
H (7.965, 6.863, 1.269)
H (0.872, 0.121, 3.491)
H (5.313, 2.294, 0.887)
H (-1.006, 2.604, -0.769)
H (4.539, 4.750, 2.565)
H (-3.898, -0.735, -10.256)
H (5.610, 3.133, 8.849)
H (6.326, 6.254, 5.471)
H (-1.120, -1.689, -0.764)
H (-2.565, -5.077, -6.728)
H (1.551, 5.309, 7.198)
H (7.657, 7.225, -0.453)
H (-2.194, -0.962, -9.843)

Forces on the atoms, in the same order (eV/Å):
-0.3051 0.0089 -0.5525
0.3618 -0.5810 -0.0010
0.2995 0.6358 0.1869
0.3849 -0.6363 0.3870
0.5358 -0.2437 0.2252
-0.6950 -0.1955 0.6564
-1.7927 -2.3327 -0.8441
2.6388 -1.1631 1.9989
-0.6867 1.3828 -3.4070
0.2737 0.6874 -0.6916
-0.5143 0.2626 -0.7605
-0.0200 -0.1190 0.5761
-0.1046 0.5275 0.5166
0.1384 3.0304 -1.4806
0.1421 0.5714 -0.2242
0.7164 -0.1694 -0.1782
0.0680 -0.4601 -0.3772
-0.3548 -0.8871 -5.5050
-0.5757 -0.0063 0.4403
0.9140 -0.5079 0.0802
0.0009 -0.5465 -0.3710
-0.3322 -0.5754 0.2444
-0.6041 -0.1577 -0.3283
0.6339 0.6667 0.0593
-0.1587 0.4290 0.5445
-0.3244 0.0866 -0.7235
0.4221 1.0484 -0.5653
0.3271 0.7849 -0.4513
0.5500 -0.5334 0.3515
0.7279 0.4430 -0.0060
-0.7081 1.0080 -0.2307
-0.7820 0.5932 0.4891
-0.0333 -0.1497 -0.0129
-0.0974 -0.0333 -0.1203
0.3149 1.0187 0.5512
0.0013 0.3153 -0.1258
-0.8089 -0.6039 0.2665
-0.8288 -0.8696 0.2937
0.0218 -0.1864 -0.2831
-0.4807 0.1560 0.6043
-0.0229 0.0943 -0.2343
0.0516 -0.2647 -0.1769
0.6774 0.7759 -1.0955
0.0929 -0.8614 -0.4067
0.2949 -0.7645 0.6305
-0.0996 0.0636 -0.2980
-0.1833 0.5016 -0.7754
-0.0356 -0.6076 1.5855
-0.0808 -0.6326 -0.0428
0.0211 -0.1742 0.1502
-0.9547 0.0061 0.1646
0.0472 0.0634 0.1258
0.0895 -0.0446 0.0960
-0.0395 0.1719 0.0609
0.2848 -0.8022 5.7122
0.4472 1.2143 -0.2212
0.2614 0.1502 0.1459
-0.0753 0.0011 0.1117
0.0154 0.0167 0.1032
-0.6049 0.0809 0.3213
-0.8481 -0.3304 -0.0851
0.0636 -0.0884 -0.0241
0.3620 0.0617 -0.0324
0.0920 0.0465 0.0303
-0.0539 0.0260 0.1211
1.5920 -0.8303 0.1160
0.0933 -0.2354 0.2638
-0.1025 0.0863 -0.0049
0.1811 0.0420 -0.0768
-0.1125 0.1021 0.0894
-0.0636 -0.0112 -0.0830
-0.0332 0.0837 0.0632
-0.1078 0.0304 0.0254
0.1532 -0.0539 -0.0744
-1.6730 -0.5342 0.4293
0.2880 0.2645 -0.1681
0.0898 -0.0591 0.0273
0.0140 0.0351 0.0839
0.0236 -0.0446 0.0786
0.0697 0.0974 0.0036
0.4480 0.3113 1.4367
0.0230 -0.1550 0.1093
-0.1295 0.2347 -0.2636
0.0823 -0.0166 -0.0898
-0.0350 -0.0003 0.1063
0.0484 -0.1174 0.0845
-0.0473 0.1031 -0.0014
1.1779 0.3873 -1.1056
-0.0189 -0.0852 0.0223
0.0120 0.1058 0.0435
0.2686 -0.9876 -1.1817
-0.4786 0.7795 1.1909
-0.0394 -0.0798 0.1049
-0.0302 -0.0609 0.1090
0.3005 -0.2138 -0.0951
-0.0941 0.0777 -0.0294
-0.1030 -0.0694 0.0284
0.1402 0.0978 -0.1208
-1.1724 -1.2034 -0.2325
0.2745 1.2356 1.2681
0.1222 0.1156 -0.0394
-0.0863 -0.0554 -0.0532
0.2542 0.2341 -0.1436
-0.0643 -0.0642 -0.0681
-0.0712 0.0372 -0.1732
0.0185 0.0590 0.1357
-0.0494 0.0625 0.0399
0.0895 0.1120 -0.1956
0.0201 -0.1081 -0.0507
-0.0168 0.1078 -0.1667
-0.0597 -0.0907 0.0134
0.2604 -0.9384 1.3422
-0.1551 0.0190 -0.0082
-0.1450 -0.1080 0.0146
-0.1398 -0.0858 0.0368
-0.0845 -0.0160 -0.0394

Summary:
**Net charge**: -1
**HOMO-LUMO gap**: 4.6 eV

These are the Mulliken partial charges, in e, on atoms 1 to 8: 1.181 1.165 1.123 1.242 1.153 1.010 -0.351 -0.268

=====

Entry 3:
C26H29As2N6O2ReS2Se | the ωB97M-V functional and the def2-TZVPD basis

Atoms and positions in Å:
Re (-0.028, 0.333, 0.139)
Se (-0.043, 2.686, 0.850)
As (-2.524, 0.172, -0.154)
As (-0.021, -0.145, -2.290)
S (-0.592, 0.023, 3.282)
S (-0.425, -3.895, 1.801)
O (-1.724, -0.414, 2.480)
O (-0.128, -0.846, 4.312)
N (2.102, 0.381, 0.597)
N (0.528, 0.271, 2.124)
N (-0.183, 7.111, -0.643)
N (2.771, 0.374, 2.881)
N (-0.088, -1.657, 0.228)
N (-1.550, 5.517, 5.240)
C (-2.313, 3.609, 3.996)
C (0.947, 6.521, -0.310)
C (-1.880, -1.772, -3.836)
C (-1.295, 6.405, -0.670)
C (-2.098, 2.332, 3.526)
C (-4.036, -0.382, 0.953)
C (-1.720, -1.027, -2.673)
C (-3.935, -1.656, -1.988)
C (1.336, -1.470, -2.775)
C (4.382, 0.528, 1.128)
C (3.356, 0.493, 0.200)
C (4.020, 0.455, 2.472)
C (0.050, 2.288, 4.617)
C (-0.933, 1.663, 3.868)
C (-3.302, 1.838, -0.854)
C (-3.063, -2.452, -4.077)
C (-4.090, -2.400, -3.147)
C (0.203, 1.052, -3.835)
C (-0.232, -2.589, 0.945)
C (-1.343, 5.056, -0.348)
C (-1.349, 4.250, 4.791)
C (1.835, 0.330, 1.940)
C (1.016, 5.181, 0.033)
C (-0.154, 3.568, 5.080)
C (-2.758, -0.952, -1.743)
C (-0.156, 4.433, 0.012)
H (1.197, 1.507, -3.805)
H (-2.832, 1.835, 2.905)
H (4.767, 0.477, 3.257)
H (-4.070, 0.218, 1.862)
H (1.947, 4.731, 0.341)
H (-4.730, -1.635, -1.252)
H (-0.922, 5.887, 5.932)
H (0.112, 0.460, -4.754)
H (5.412, 0.596, 0.823)
H (-2.608, 2.297, -1.562)
H (-2.470, 5.921, 5.196)
H (-2.282, 4.527, -0.344)
H (1.259, -1.788, -3.821)
H (-5.008, -2.943, -3.315)
H (1.250, -2.334, -2.114)
H (3.536, 0.553, -0.870)
H (-3.929, -1.430, 1.243)
H (0.960, 1.748, 4.832)
H (-4.956, -0.221, 0.376)
H (-0.545, 1.845, -3.837)
H (-2.198, 6.941, -0.934)
H (-3.232, 4.120, 3.749)
H (0.609, 4.049, 5.671)
H (2.318, -1.016, -2.619)
H (-4.258, 1.641, -1.350)
H (1.831, 7.143, -0.288)
H (-1.054, -1.823, -4.539)
H (-3.467, 2.518, -0.014)
H (-3.176, -3.037, -4.976)

Forces on the atoms, in the same order (eV/Å):
0.6232 0.6066 -0.5497
0.0563 0.2968 -0.0250
-1.0534 0.1949 -0.8871
-0.3019 -0.2882 -1.6237
-1.2596 -0.1250 0.3029
0.0601 0.4678 -0.1676
0.2649 0.3076 1.1665
0.4071 0.3457 0.0631
-1.0892 -0.3433 0.7764
-1.2635 -0.0267 -0.4640
-0.0682 0.8727 -0.2835
-0.6879 -0.0736 0.3494
0.3601 2.0126 -0.9127
0.0524 0.2855 0.1120
0.0659 0.0114 -0.0294
0.1300 -0.3116 0.1220
0.2106 0.1285 0.0622
-0.1620 -0.2593 0.0846
-0.1112 -0.2103 0.0523
0.1742 -0.0763 0.0855
0.0988 -0.0212 0.0416
0.0140 0.1566 0.2582
-0.0308 -0.0128 0.1749
-0.1906 -0.0437 -0.1868
0.6591 -0.0294 -0.1007
0.2653 0.0610 -0.1952
-0.0618 0.0399 0.1642
0.2722 -0.8015 -0.2157
0.1315 -0.0641 0.0756
0.0640 0.0033 -0.0119
0.0429 0.0290 0.0361
0.0260 0.0472 0.2033
-0.2594 -2.0431 0.8906
0.0603 -0.3027 0.0602
0.0211 -0.3882 -0.1780
2.2122 -0.0553 0.5670
-0.0491 -0.3709 0.0508
-0.0248 -0.0052 -0.1027
0.1834 -0.0222 -0.0021
-0.1131 -0.1176 -0.2506
-0.1244 -0.0876 0.0506
-0.0319 0.0360 0.0701
0.0667 0.0024 -0.0655
0.0871 -0.0405 -0.1411
0.1317 0.0239 0.0126
-0.0287 -0.0375 -0.1255
-0.1234 0.0408 -0.0208
-0.0247 0.0826 0.2922
0.0967 0.0375 -0.0452
-0.0762 -0.0374 0.0832
0.0848 -0.0182 0.0413
-0.0877 -0.0363 -0.0328
-0.1160 0.1704 0.2635
-0.0221 -0.0248 -0.0224
-0.0534 0.0765 -0.0645
-0.0112 -0.0125 0.1178
-0.0010 0.1570 -0.0734
0.1647 0.0287 0.1454
0.2989 -0.0574 0.0912
0.0161 -0.0947 0.0537
-0.0702 -0.0320 -0.0434
-0.0728 0.0890 -0.0044
0.0786 0.0983 0.0948
-0.0898 -0.0078 -0.0469
0.2031 -0.0748 0.1073
0.1197 0.0211 -0.0229
-0.1753 -0.0962 -0.0682
0.0472 -0.0308 -0.0589
-0.0153 -0.0507 -0.1012

Summary:
**Net charge**: +1
**HOMO-LUMO gap (spin up / spin down)**: 5.3 / 5.9 eV
**2S+1**: 2
**Expectation value of S²**: 1.150
**Relative energy (zero: lowest compared OMol25 entry of this formula, charge and spin)**: 0.734 eV

These are the Mulliken partial charges, in e, on atoms 1 to 8: 1.181 0.057 1.487 0.566 0.852 -0.291 -0.532 -0.689

=====

Entry 4:
C5H14BrLi2O2 | the ωB97M-V functional and the def2-TZVPD basis

Atoms and positions in Å:
Br (-0.115, -2.373, -1.666)
O (-1.247, -1.892, 1.753)
O (-0.861, 1.417, -1.840)
C (-0.757, -0.666, 2.268)
C (1.379, 2.110, -1.386)
C (0.292, 1.820, -2.474)
C (0.758, -0.884, 2.274)
C (-1.284, 0.387, 1.292)
Li (-2.253, -3.634, -2.314)
Li (1.632, -3.941, -0.863)
H (-1.124, -0.441, 3.270)
H (1.292, -0.072, 2.766)
H (1.254, 3.042, -0.835)
H (0.170, 2.636, -3.186)
H (1.254, -0.970, 1.307)
H (0.657, 1.023, -3.122)
H (1.051, -1.834, 2.719)
H (-0.680, 1.283, 1.433)
H (-0.723, 0.488, -1.643)
H (-1.093, 0.302, 0.222)
H (2.405, 2.200, -1.741)
H (-0.993, -1.875, 0.828)
H (1.323, 1.354, -0.603)
H (-2.337, 0.520, 1.540)

Forces on the atoms, in the same order (eV/Å):
-0.2635 -0.4934 0.4585
-0.5017 0.9117 1.9000
-1.7871 -0.3573 0.5005
-0.3498 -0.6933 -0.2053
-0.1373 0.5832 -0.3030
3.0184 0.3289 -0.0017
1.9874 -0.5099 -0.5559
0.3556 1.1299 -0.2909
0.2188 0.2030 -0.1234
-0.0230 0.1230 -0.2749
-0.0992 -0.6984 -0.0107
-0.4659 0.2353 0.2969
-0.5791 0.2113 -0.2323
-0.5398 0.3274 0.5433
-0.5642 0.4179 -0.5518
0.1716 -0.2871 -0.0257
-0.4808 0.1713 0.6654
-0.1278 0.2928 0.6843
-0.1745 -0.0799 -0.1898
-0.3159 -0.7795 -0.0255
-0.0489 -0.4135 -0.3273
0.4779 -0.3303 -1.5111
0.1513 -0.4534 -0.1164
0.0776 0.1605 -0.3034

Summary:
**Net charge**: +2
**HOMO-LUMO gap (spin up / spin down)**: 8.1 / 3.4 eV
**2S+1**: 2
**Expectation value of S²**: 0.754

These are the Mulliken partial charges, in e, on atoms 1 to 8: -0.935 -0.161 -0.440 0.428 -0.704 -0.279 -1.140 -0.531

=====

Listing max |F| for the structures above in their given order: 4.49 5.78 2.28 3.04 eV Å⁻¹.